# 1
This record from OMol25 describes a molecular structure, C53H37Cl2F8N2O6PS2V at a distorted geometry. The level of theory is ωB97M-V with the def2-TZVPD basis set.

The geometry in XYZ format:
```
112
Properties=species:S:1:pos:R:3
V -0.4642 0.5545 0.2570
Cl -3.2837 2.2537 1.9838
C -3.2055 3.7799 1.1177
Cl -2.4900 3.6725 -0.5062
H -2.5889 4.4566 1.6974
H -4.2193 4.1480 1.0117
O -3.2915 -2.3747 2.3477
S -2.5607 -1.1808 2.7532
O -3.3791 -0.1942 3.4281
O -1.7475 -0.6456 1.6597
C -1.4361 -1.7912 4.0100
C -2.1057 -2.2918 5.1366
C -1.4136 -2.9357 6.1368
C -0.0370 -3.1122 6.0101
C 0.6214 -2.6113 4.9070
C -0.0510 -1.9145 3.8906
P 0.9362 -1.2575 2.4433
C 2.3872 -0.5615 3.3709
C 3.6186 -0.3680 2.7388
C 4.6902 0.2085 3.4075
C 4.5452 0.6536 4.7147
C 3.3059 0.5478 5.3282
C 2.2421 -0.0489 4.6625
C 1.5243 -2.9671 1.9559
C 0.5230 -3.9317 1.7908
C 0.8252 -5.2201 1.3838
C 2.1392 -5.5818 1.1095
C 3.1388 -4.6319 1.2431
C 2.8327 -3.3396 1.6625
H -3.1794 -2.1593 5.1902
H -1.9375 -3.3147 7.0073
H 0.5205 -3.6418 6.7746
H 1.6899 -2.7609 4.8157
H 3.7216 -0.6111 1.6918
H 5.6377 0.3295 2.8958
H 5.3818 1.1006 5.2402
H 3.1576 0.9367 6.3286
H 1.2802 -0.0983 5.1567
H -0.5135 -3.6634 1.9606
H 0.0272 -5.9451 1.2734
H 2.3777 -6.5879 0.7821
H 4.1682 -4.8915 1.0203
H 3.6404 -2.6310 1.7665
F -0.4146 1.1728 3.4802
C 0.0605 2.2739 2.8221
C -0.0398 2.3599 1.4403
C 0.5196 3.5482 0.9824
F 0.5495 3.8596 -0.3468
C 1.1113 4.5229 1.7694
F 1.6298 5.6509 1.2284
C 1.1736 4.3531 3.1338
F 1.7354 5.2935 3.9237
C 0.6339 3.2068 3.6691
F 0.6680 3.0273 5.0088
O 2.1890 0.8533 0.5613
C 2.0072 1.0254 -0.6422
N 3.0143 1.0940 -1.5922
C 2.4472 1.0825 -2.9213
C 0.9335 1.3149 -2.5572
O 0.0996 1.5628 -3.4121
N 0.7788 1.2154 -1.2222
C 2.5244 -0.2628 -3.6346
C 1.9897 -0.3774 -4.9185
C 2.0032 -1.5931 -5.5825
C 2.5374 -2.7211 -4.9672
C 3.0513 -2.6172 -3.6844
C 3.0481 -1.3922 -3.0250
C 3.0034 2.2470 -3.7377
C 2.5738 3.5412 -3.4462
C 3.0981 4.6286 -4.1270
C 4.0669 4.4430 -5.1076
C 4.5101 3.1608 -5.3932
C 3.9795 2.0697 -4.7104
H 3.9436 0.7782 -1.3790
H 1.5356 0.4930 -5.3770
H 1.5823 -1.6661 -6.5788
H 2.5332 -3.6771 -5.4781
H 3.4369 -3.4934 -3.1771
H 3.4176 -1.3370 -2.0096
H 1.8254 3.6916 -2.6742
H 2.7491 5.6267 -3.8888
H 4.4792 5.2937 -5.6381
H 5.2742 3.0047 -6.1465
H 4.3320 1.0703 -4.9365
F 1.1490 -1.7184 -0.7906
C -0.1960 -1.2796 -0.7881
F -0.8427 -2.4685 -0.4243
F -0.4694 -1.2627 -2.1682
O -2.2952 0.7126 -0.6208
S -3.1315 -0.5529 -0.7115
C -3.5035 -0.6068 -2.4827
C -4.3418 -1.5958 -2.9768
C -4.6970 -1.5783 -4.3171
C -4.2132 -0.5740 -5.1498
C -3.3497 0.3901 -4.6443
C -2.9824 0.3747 -3.3032
C -4.7912 0.0249 -0.3079
C -5.6030 -0.8075 0.4365
C -6.9048 -0.4023 0.7244
C -7.3635 0.8250 0.2807
C -6.5177 1.6696 -0.4369
C -5.2273 1.2694 -0.7361
H -4.7184 -2.3701 -2.3158
H -5.3539 -2.3452 -4.7115
H -4.4993 -0.5556 -6.1950
H -2.9501 1.1619 -5.2907
H -2.2662 1.0860 -2.9076
H -5.2048 -1.7439 0.8162
H -7.5527 -1.0477 1.3048
H -8.3774 1.1360 0.5038
H -6.8668 2.6421 -0.7640
H -4.5499 1.9120 -1.2873
```

As for the total charge: -2. The HOMO-LUMO gap (spin up / spin down) comes out at 5.4 / 7.4 eV. As for the multiplicity: 4. The value obtained for the total energy is -174261.8830 eV. For the energy relative to the best compared isomer or geometry (same formula, charge and spin), the calculation gives 100.85 kJ/mol. As for the HOMO energy (spin up / spin down): -1.2 / -3.2 eV.

Mulliken population analysis, charges in e, atoms 1 to 4: -0.015, 0.048, -0.577, -0.062

---

# 2
This record from OMol25 describes a molecular structure, C53H37F6N7PSSc. The level of theory is ωB97M-V with the def2-TZVPD basis set.

The geometry in XYZ format:
```
106
Properties=species:S:1:pos:R:3
Sc -0.3018 0.4586 0.1259
C -8.4009 -1.2708 -0.2022
C -7.9480 -0.0413 0.2548
C -6.6033 0.2758 0.1816
C -5.6896 -0.6303 -0.3612
C -6.1529 -1.8830 -0.7769
C -7.4988 -2.1949 -0.7113
C -4.2511 -0.3462 -0.4088
C -3.7340 0.8972 -0.6912
C -4.5288 1.9904 -1.2177
C -3.7359 3.0721 -1.2914
C -2.4360 2.6745 -0.7860
N -2.4104 1.3590 -0.4987
C -1.4134 3.6426 -0.5344
C -0.3907 3.4583 0.4065
C 0.5543 4.4250 0.8940
C 1.1354 3.8834 2.0087
C 0.5840 2.5796 2.1809
C 0.8220 1.6900 3.2625
C 1.5883 2.1463 4.4388
C 2.5913 1.3260 4.9534
C 3.3061 1.7171 6.0744
C 3.0123 2.9215 6.6967
C 2.0087 3.7372 6.1945
C 1.3011 3.3558 5.0669
C 0.2776 0.4082 3.3001
N -0.3742 -0.1014 2.1964
C -1.1356 -1.1108 2.5954
C -2.3150 -1.1999 1.6721
C -3.3653 -0.2787 2.2564
C -4.5325 -0.9029 2.6849
C -5.4915 -0.1869 3.3868
C -5.2959 1.1586 3.6470
C -4.1287 1.7824 3.2204
C -3.1531 1.0658 2.5520
C -1.9700 -1.3520 0.1477
C -1.4999 -2.0286 -1.1896
C -2.7777 -2.1656 -1.5534
C -3.3208 -1.4890 -0.3040
N -2.8021 -2.3218 0.9092
C -0.9309 -1.3844 3.9767
C -0.0262 -0.4478 4.4140
N -0.2968 2.3235 1.1617
C -1.5559 4.9673 -1.1778
C -1.6010 6.1427 -0.4310
C -1.7367 7.3706 -1.0588
C -1.8362 7.4439 -2.4400
C -1.8269 6.2766 -3.1925
C -1.6994 5.0507 -2.5616
H -9.4520 -1.5155 -0.1426
H -8.6405 0.6660 0.6885
H -6.2481 1.2044 0.6051
H -5.4590 -2.6186 -1.1586
H -7.8440 -3.1609 -1.0510
H -5.5557 1.9113 -1.5232
H -4.0030 4.0592 -1.6255
H 0.7322 5.4014 0.4800
H 1.8683 4.3415 2.6500
H 2.8137 0.3860 4.4667
H 4.0879 1.0796 6.4626
H 3.5631 3.2223 7.5763
H 1.7723 4.6692 6.6877
H 0.5098 3.9841 4.6811
H -4.6909 -1.9513 2.4702
H -6.3919 -0.6835 3.7197
H -6.0439 1.7201 4.1879
H -3.9698 2.8309 3.4317
H -2.2371 1.5564 2.2505
H -0.5479 -2.3570 -1.5589
H -3.2618 -2.6370 -2.3923
H -1.4332 -2.1364 4.5572
H 0.3344 -0.3114 5.4175
H -1.5545 6.0926 0.6482
H -1.7805 8.2731 -0.4651
H -1.9423 8.4027 -2.9265
H -1.9326 6.3201 -4.2678
H -1.7344 4.1385 -3.1426
C 0.5622 3.4054 -4.4922
N 1.3727 3.4369 -3.2886
C 2.3247 4.3899 -2.9927
C 2.9739 3.9786 -1.8893
N 2.4165 2.7644 -1.5086
C 1.4048 2.4531 -2.3644
S 0.3267 1.1483 -2.3811
C 3.0481 1.9085 -0.5553
C 4.4364 1.8843 -0.5514
C 5.0743 1.1362 0.4222
C 4.3019 0.4364 1.3320
C 2.9272 0.4893 1.2033
N 2.2920 1.2159 0.2791
H 0.6139 4.3842 -4.9604
H -0.4646 3.1620 -4.2371
H 0.9456 2.6443 -5.1700
H 2.4451 5.2712 -3.5927
H 3.7605 4.4374 -1.3225
H 4.9940 2.4199 -1.3039
H 6.1536 1.0924 0.4550
H 4.7408 -0.1757 2.1041
H 2.3013 -0.0934 1.8626
F 0.8944 -1.1112 -0.1785
P 1.9918 -2.6920 -0.2234
F 1.4984 -2.8000 -1.7367
F 0.6595 -3.4205 0.2536
F 2.3107 -2.3330 1.2990
F 2.8788 -3.9754 -0.2620
F 3.1357 -1.6879 -0.6880
```

As for the total charge: +1. The HOMO-LUMO gap (spin up / spin down) comes out at 5.5 / 5.7 eV. As for the multiplicity: 2. The value obtained for the total energy is -123121.8263 eV. For the energy relative to the best compared isomer or geometry (same formula, charge and spin), the calculation gives 671.33 kJ/mol. As for the HOMO energy (spin up / spin down): -9.3 / -10.3 eV.

Mulliken population analysis, charges in e, atoms 1 to 4: -2.147, -0.531, -1.238, -0.112